{"formula": "C4H9N3", "method": "ωB97M-V/def2-TZVPD", "lumo_ha": -0.397, "gap_ha": 0.3329, "charge": 2, "homo_energy_ev": -19.85, "smiles": "C=[N+]=C[N+](=C)NC", "species": ["C", "N", "C", "N", "C", "N", "C", "H", "H", "H", "H", "H", "H", "H", "H", "H"], "coordinates": [[1.828, 1.091, -0.210], [2.054, -0.111, 0.194], [1.333, -1.125, 0.223], [-0.069, -0.880, -0.164], [-0.909, -1.837, -0.075], [-0.396, 0.449, -0.548], [-1.320, 1.106, 0.366], [1.612, 2.027, 0.486], [2.211, 1.504, -1.078], [1.428, -2.217, 0.483], [-1.914, -1.780, -0.595], [-0.593, -2.709, 0.623], [-0.509, 0.826, -1.523], [-1.066, 1.002, 1.441], [-1.366, 2.155, -0.110], [-2.325, 0.499, 0.487]], "lowdin_charge": [0.194, 0.171, 0.058, -0.075, 0.270, -0.046, -0.045, 0.203, 0.114, 0.192, 0.180, 0.185, 0.206, 0.109, 0.150, 0.135]}